Below is a single C14H17N3O3S2 molecule at a distorted geometry, with properties calculated with wB97M-V/def2-TZVPD.

E_LUMO = 0.08 eV
HOMO-LUMO gap = 0.3292 Ha
total energy = -1730.0385 hartree
SMILES = O=C(CSC1=Nc2ccccc2S(=O)(=O)N1)N1CCCCC1
energy relative to the best compared isomer or geometry (same formula, charge and spin) = 127.9 kJ/mol

Last column: natural (NBO) charge in e.
Atoms and positions in Å:
O  -0.418  -1.711  -1.864  -0.68
C  -1.407  -1.463  -1.158  0.71
C  -1.495  -2.057  0.260  -0.64
S  -0.126  -3.189  0.731  0.29
C  1.207  -2.035  0.830  0.29
N  1.647  -1.846  2.018  -0.46
C  2.672  -0.936  2.260  0.14
C  3.392  -1.076  3.451  -0.20
C  4.420  -0.182  3.701  -0.18
C  4.656  0.906  2.811  -0.22
C  3.841  1.088  1.667  -0.16
C  2.875  0.118  1.407  -0.35
S  1.844  0.164  -0.066  2.25
O  0.488  0.648  0.262  -0.95
O  2.445  0.816  -1.249  -0.90
N  1.715  -1.461  -0.323  -0.87
N  -2.401  -0.619  -1.628  -0.44
C  -2.206  0.115  -2.914  -0.22
C  -1.724  1.539  -2.594  -0.42
C  -2.729  2.268  -1.753  -0.40
C  -3.094  1.424  -0.476  -0.41
C  -3.452  -0.038  -0.788  -0.22
H  -2.429  -2.615  0.325  0.25
H  -1.475  -1.164  0.911  0.26
H  3.174  -1.921  4.079  0.24
H  5.031  -0.344  4.573  0.22
H  5.449  1.572  3.074  0.22
H  4.032  1.886  0.959  0.24
H  1.177  -1.633  -1.149  0.47
H  -3.144  0.124  -3.451  0.19
H  -1.497  -0.362  -3.621  0.24
H  -1.554  2.127  -3.532  0.21
H  -0.759  1.461  -2.121  0.23
H  -2.313  3.250  -1.459  0.22
H  -3.638  2.490  -2.323  0.19
H  -2.229  1.411  0.220  0.22
H  -3.948  1.873  0.054  0.21
H  -3.588  -0.538  0.172  0.21
H  -4.439  -0.086  -1.297  0.20